The following is a DFT calculation (the ωB97M-V functional and the def2-TZVPD basis) of 2 unconnected molecules or ions with the total composition C20H46FO3P2.

```
72
Properties=species:S:1:pos:R:3
O 0.285 5.551 -0.758
C 0.571 5.988 -2.068
C -0.062 5.075 -3.186
C -0.908 3.915 -2.605
P -2.700 4.273 -2.215
F -2.732 4.528 -0.558
C -3.186 5.934 -2.938
O -4.493 5.791 -3.574
O -5.309 4.904 -2.843
H -0.644 5.661 -0.558
H 0.288 7.036 -2.251
H 1.663 5.950 -2.162
H 0.795 4.614 -3.707
H -0.572 5.681 -3.941
H -0.458 3.463 -1.708
H -0.914 3.111 -3.361
H -2.522 6.304 -3.725
H -3.341 6.663 -2.121
H -5.843 5.420 -2.223
C -2.148 -0.317 -1.933
C -1.330 0.349 -0.832
C 0.177 0.184 -1.028
C 0.747 -1.200 -0.685
P 1.015 -1.602 1.038
C 1.929 -0.211 1.758
C 3.211 0.311 1.097
C 4.491 -0.523 1.231
C 4.813 -0.992 2.643
C 2.106 -3.009 1.164
C 1.735 -4.403 0.646
C 0.685 -5.186 1.433
C 0.875 -5.190 2.946
C -0.427 -1.648 2.097
C -1.591 -2.652 2.049
C -2.177 -3.026 0.680
C -3.569 -2.445 0.447
H -1.932 -1.384 -2.017
H -3.213 -0.206 -1.733
H -1.942 0.145 -2.900
H -1.643 -0.026 0.144
H -1.564 1.416 -0.836
H 0.692 0.944 -0.434
H 0.416 0.404 -2.071
H 1.744 -1.254 -1.141
H 0.179 -1.987 -1.185
H 2.107 -0.436 2.813
H 1.216 0.620 1.768
H 3.416 1.291 1.538
H 3.025 0.498 0.035
H 5.322 0.081 0.862
H 4.452 -1.380 0.553
H 5.054 -0.143 3.285
H 5.676 -1.658 2.625
H 3.990 -1.542 3.101
H 2.480 -3.074 2.189
H 2.973 -2.726 0.561
H 2.654 -4.996 0.640
H 1.415 -4.331 -0.397
H 0.682 -6.218 1.077
H -0.302 -4.799 1.182
H 1.766 -5.755 3.227
H 0.017 -5.660 3.428
H 0.962 -4.184 3.362
H -0.855 -0.641 2.069
H -0.011 -1.725 3.110
H -2.386 -2.252 2.683
H -1.281 -3.562 2.564
H -2.274 -4.113 0.618
H -1.509 -2.738 -0.132
H -4.292 -2.900 1.126
H -3.901 -2.648 -0.571
H -3.589 -1.365 0.606
```

## Properties
Highest occupied orbital energy = -10.5 eV
E_LUMO = -2.041 eV
Energy = -1797.6108 a.u.
Net charge = +1

These are the Löwdin partial charges, in e, on atoms 1 to 8: -0.080, -0.248, -0.217, -0.367, 1.002, -0.346, -0.305, -0.219

=====

The following is a DFT calculation (the ωB97M-V functional and the def2-TZVPD basis) of a molecular structure, C20H46InO3P4S.

```
75
Properties=species:S:1:pos:R:3
In -0.345 0.489 -0.991
P 1.555 1.135 0.855
P -2.181 1.966 0.177
P 0.886 2.147 -2.713
H -0.032 -3.920 0.180
C 0.802 -4.341 -0.392
C 2.045 -3.844 -0.271
H 2.266 -3.000 0.388
C 1.593 0.283 2.463
C 1.565 2.892 1.397
C 3.264 0.871 0.250
C -3.897 1.653 -0.346
C -2.276 1.913 1.993
C -1.947 3.747 -0.183
C 2.307 1.309 -3.509
C 1.540 3.753 -2.152
C -0.222 2.545 -4.104
H 0.567 -5.150 -1.089
H 2.888 -4.259 -0.846
H 1.601 -0.802 2.315
H 0.710 0.521 3.068
H 2.494 0.577 3.020
H 0.667 3.118 1.983
H 1.608 3.571 0.539
H 2.451 3.056 2.025
H 3.454 -0.207 0.181
H 3.973 1.321 0.959
H 3.405 1.319 -0.740
H -4.527 2.529 -0.138
H -4.297 0.785 0.195
H -3.929 1.439 -1.422
H -2.992 2.672 2.357
H -1.298 2.105 2.460
H -2.611 0.921 2.332
H -2.835 4.296 0.162
H -1.828 3.908 -1.262
H -1.061 4.139 0.331
H 2.255 1.503 -4.589
H 2.263 0.222 -3.344
H 3.251 1.704 -3.106
H 1.785 4.336 -3.046
H 2.443 3.610 -1.546
H 0.779 4.282 -1.566
H 0.328 2.419 -5.042
H -0.563 3.583 -4.013
H -1.096 1.881 -4.123
C -0.701 -2.057 -4.212
C -1.763 -2.045 -5.140
C -1.863 -3.043 -6.101
C -0.929 -4.086 -6.147
C 0.115 -4.109 -5.213
C 0.229 -3.115 -4.242
S -0.428 -0.630 -3.258
H -0.804 -1.140 -1.540
H -2.465 -1.216 -5.114
H -2.671 -3.005 -6.829
H -1.013 -4.867 -6.910
H 0.853 -4.909 -5.255
H 1.044 -3.117 -3.523
C -1.003 1.050 5.914
O -0.931 0.325 4.677
P -1.564 -1.231 4.506
O -1.211 -1.898 5.945
C 0.094 -1.894 6.549
O -0.421 -1.910 3.501
C 0.011 -3.283 3.611
H -1.059 2.110 5.639
H -0.095 0.881 6.512
H -1.895 0.794 6.512
H 0.858 -1.343 5.972
H -0.007 -1.436 7.540
H 0.411 -2.938 6.662
H 0.906 -3.343 4.244
H -0.772 -3.942 4.010
H 0.268 -3.601 2.596
```

## Properties
Highest occupied orbital energy = -15.4 eV
Energy above the lowest of the compared OMol25 structures with the same formula, charge and spin = 212.5 kJ/mol
E_LUMO = -11.438 eV
Energy = -2968.0846 a.u.
Net charge = +3

These are the Löwdin partial charges, in e, on atoms 1 to 8: 0.370, 0.766, 0.749, 0.723, 0.039, -0.073, -0.069, 0.029

=====

The following is a DFT calculation (the ωB97M-V functional and the def2-TZVPD basis) of 8 unconnected molecules or ions with the total composition C20H46N5O14S2.

```
87
Properties=species:S:1:pos:R:3
C 0.942 -0.790 -0.256
O 1.159 0.503 -0.677
H 1.688 -1.510 -0.663
H 1.032 -0.904 0.849
H -0.053 -1.181 -0.535
C 2.804 1.724 -3.323
C 3.997 0.873 -2.966
O 5.009 0.838 -3.659
N 3.802 0.040 -1.924
C 4.716 -0.997 -1.546
H 2.382 1.397 -4.269
H 3.083 2.776 -3.396
H 2.068 1.685 -2.517
H 2.923 0.098 -1.403
H 4.195 -1.731 -0.935
H 5.604 -0.655 -1.002
H 5.115 -1.505 -2.431
C 0.289 -0.421 3.972
C -0.674 -1.309 4.709
O -1.557 -1.928 4.139
N -0.520 -1.378 6.057
C -1.398 -2.215 6.853
H 1.060 -1.044 3.510
H 0.756 0.370 4.557
H -0.208 0.053 3.125
H 0.297 -0.976 6.480
H -2.439 -2.039 6.599
H -1.247 -1.963 7.903
H -1.174 -3.275 6.723
C 3.220 3.162 0.033
C 4.057 2.464 1.089
O 4.931 3.031 1.727
N 3.751 1.149 1.233
C 4.587 0.241 1.975
H 2.187 2.836 0.026
H 3.690 2.871 -0.909
H 3.342 4.228 0.198
H 2.857 0.863 0.852
H 4.708 0.513 3.023
H 5.570 0.151 1.505
H 4.158 -0.760 1.897
C -1.887 -3.430 -2.144
C -2.934 -3.888 -1.156
O -2.558 -4.507 -0.162
N -4.249 -3.611 -1.313
C -4.897 -2.772 -2.333
H -1.440 -2.488 -1.829
H -2.310 -3.317 -3.145
H -1.141 -4.216 -2.185
H -4.805 -3.899 -0.524
H -4.437 -2.899 -3.306
H -4.883 -1.743 -1.988
H -5.911 -3.165 -2.356
C -1.544 1.330 -3.071
C -1.000 0.126 -3.799
O -1.597 -0.405 -4.729
N 0.123 -0.383 -3.257
C 0.781 -1.558 -3.790
H -2.178 1.903 -3.743
H -0.728 1.935 -2.685
H -2.175 0.962 -2.263
H 0.548 0.105 -2.455
H -0.003 -2.298 -3.961
H 1.465 -1.888 -3.011
H 1.312 -1.404 -4.731
C -0.233 2.636 1.392
C -0.610 2.877 -0.062
O -1.236 4.201 -0.009
S -0.424 5.110 0.977
O -1.326 5.939 1.677
O 0.735 5.653 0.381
O 0.058 3.914 1.952
H 0.618 1.956 1.419
H -1.076 2.172 1.913
H -1.307 2.167 -0.479
H 0.253 2.985 -0.714
C -2.578 -0.797 0.719
C -3.681 -0.991 1.723
O -4.498 0.196 1.566
S -4.443 0.712 0.048
O -4.021 2.058 -0.004
O -5.670 0.344 -0.558
O -3.255 -0.239 -0.423
H -2.042 -1.719 0.522
H -1.881 -0.039 1.088
H -3.317 -1.085 2.741
H -4.328 -1.826 1.443
```

## Properties
Highest occupied orbital energy = -5.9 eV
E_LUMO = 2.015 eV
Energy = -2913.2987 a.u.
Net charge = -1

These are the Löwdin partial charges, in e, on atoms 1 to 8: -0.325, -0.396, 0.053, 0.053, 0.036, -0.011, -0.560, 0.013

=====

> Which of these has the highest E_LUMO?

C20H46N5O14S2

=====

What did the third record say?
The following is a DFT calculation (the ωB97M-V functional and the def2-TZVPD basis) of 8 unconnected molecules or ions with the total composition C20H46N5O14S2.

```
87
Properties=species:S:1:pos:R:3
C 0.942 -0.790 -0.256
O 1.159 0.503 -0.677
H 1.688 -1.510 -0.663
H 1.032 -0.904 0.849
H -0.053 -1.181 -0.535
C 2.804 1.724 -3.323
C 3.997 0.873 -2.966
O 5.009 0.838 -3.659
N 3.802 0.040 -1.924
C 4.716 -0.997 -1.546
H 2.382 1.397 -4.269
H 3.083 2.776 -3.396
H 2.068 1.685 -2.517
H 2.923 0.098 -1.403
H 4.195 -1.731 -0.935
H 5.604 -0.655 -1.002
H 5.115 -1.505 -2.431
C 0.289 -0.421 3.972
C -0.674 -1.309 4.709
O -1.557 -1.928 4.139
N -0.520 -1.378 6.057
C -1.398 -2.215 6.853
H 1.060 -1.044 3.510
H 0.756 0.370 4.557
H -0.208 0.053 3.125
H 0.297 -0.976 6.480
H -2.439 -2.039 6.599
H -1.247 -1.963 7.903
H -1.174 -3.275 6.723
C 3.220 3.162 0.033
C 4.057 2.464 1.089
O 4.931 3.031 1.727
N 3.751 1.149 1.233
C 4.587 0.241 1.975
H 2.187 2.836 0.026
H 3.690 2.871 -0.909
H 3.342 4.228 0.198
H 2.857 0.863 0.852
H 4.708 0.513 3.023
H 5.570 0.151 1.505
H 4.158 -0.760 1.897
C -1.887 -3.430 -2.144
C -2.934 -3.888 -1.156
O -2.558 -4.507 -0.162
N -4.249 -3.611 -1.313
C -4.897 -2.772 -2.333
H -1.440 -2.488 -1.829
H -2.310 -3.317 -3.145
H -1.141 -4.216 -2.185
H -4.805 -3.899 -0.524
H -4.437 -2.899 -3.306
H -4.883 -1.743 -1.988
H -5.911 -3.165 -2.356
C -1.544 1.330 -3.071
C -1.000 0.126 -3.799
O -1.597 -0.405 -4.729
N 0.123 -0.383 -3.257
C 0.781 -1.558 -3.790
H -2.178 1.903 -3.743
H -0.728 1.935 -2.685
H -2.175 0.962 -2.263
H 0.548 0.105 -2.455
H -0.003 -2.298 -3.961
H 1.465 -1.888 -3.011
H 1.312 -1.404 -4.731
C -0.233 2.636 1.392
C -0.610 2.877 -0.062
O -1.236 4.201 -0.009
S -0.424 5.110 0.977
O -1.326 5.939 1.677
O 0.735 5.653 0.381
O 0.058 3.914 1.952
H 0.618 1.956 1.419
H -1.076 2.172 1.913
H -1.307 2.167 -0.479
H 0.253 2.985 -0.714
C -2.578 -0.797 0.719
C -3.681 -0.991 1.723
O -4.498 0.196 1.566
S -4.443 0.712 0.048
O -4.021 2.058 -0.004
O -5.670 0.344 -0.558
O -3.255 -0.239 -0.423
H -2.042 -1.719 0.522
H -1.881 -0.039 1.088
H -3.317 -1.085 2.741
H -4.328 -1.826 1.443
```

## Properties
Highest occupied orbital energy = -5.9 eV
E_LUMO = 2.015 eV
Energy = -2913.2987 a.u.
Net charge = -1

These are the Löwdin partial charges, in e, on atoms 1 to 8: -0.325, -0.396, 0.053, 0.053, 0.036, -0.011, -0.560, 0.013

=====

> The highest highest occupied orbital energy belongs to which entry?

C20H46N5O14S2

=====

> net charge of number 1 (C20H46FO3P2)?

+1